Entry 1:
{"formula": "C3H4F6Li2N3O15S6", "method": "wB97M-V/def2-TZVPD", "species": ["Li", "Li", "N", "S", "O", "O", "F", "S", "O", "O", "F", "N", "S", "O", "O", "F", "S", "O", "O", "F", "N", "S", "O", "O", "F", "S", "O", "O", "F", "C", "C", "O", "C", "O", "O", "H", "H", "H", "H"], "xyz": [[1.10111, -2.18296, 2.53892], [0.59888, -0.26531, 0.99589], [1.91888, -0.41580, 2.42292], [1.86446, 0.98565, 3.41924], [1.60825, 2.15916, 2.66286], [2.79460, 0.94426, 4.52406], [0.41914, 0.75865, 4.03280], [3.42991, -0.18268, 2.06191], [4.41093, -0.80216, 2.89270], [3.76784, 0.93660, 1.24827], [3.34432, -1.25831, 0.81169], [-0.22009, -2.08039, 1.08863], [-0.15975, -2.92476, -0.43017], [-1.03883, -2.40647, -1.43802], [0.10867, -4.33518, -0.43146], [1.25453, -2.33851, -0.82509], [-1.73684, -2.55852, 1.34430], [-1.96196, -3.97950, 1.43181], [-2.77073, -1.73055, 0.80224], [-1.71985, -2.09623, 2.86380], [-3.56937, 1.44498, 0.74532], [-2.11668, 1.84500, 1.46712], [-2.05318, 3.15725, 2.05931], [-0.95167, 1.11356, 1.03207], [-2.40640, 1.04009, 2.82686], [-3.14583, 2.20037, -0.56241], [-2.29395, 1.46018, -1.44872], [-2.97706, 3.63509, -0.55180], [-4.59278, 2.12102, -1.25731], [0.66049, 1.36726, -4.22379], [0.61997, -0.14492, -4.23726], [0.82042, -0.55363, -2.92487], [0.84544, 0.50088, -2.12550], [0.95026, 0.47365, -0.93306], [0.82881, 1.62973, -2.84053], [-0.27630, 1.75202, -4.62625], [1.51549, 1.76091, -4.77113], [1.40084, -0.47563, -4.93085], [-0.27197, -0.55478, -4.71452]], "lowdin_charge": [0.73, 0.60, -0.44, 0.55, -0.21, -0.24, -0.16, 0.46, -0.24, -0.22, -0.24, -0.43, 0.55, -0.22, -0.25, -0.18, 0.46, -0.25, -0.23, -0.19, -0.22, 0.54, -0.26, -0.35, -0.21, 0.42, -0.29, -0.29, -0.21, -0.10, -0.14, 0.09, -0.55, 0.10, 0.10, 0.13, 0.13, 0.13, 0.14], "mol_weight_g_mol": 642.34, "total_charge": -1, "homo_energy_ev": -6.96, "homo_lumo_gap_ev": 8.2981, "lumo_energy_ev": 1.34}



Entry 2:
{"formula": "C3H4FI", "method": "wB97M-V/def2-TZVPD", "species": ["F", "C", "I", "C", "C", "H", "H", "H", "H"], "xyz": [[-1.43624, -2.14771, 0.01508], [-1.32999, -0.52445, -0.02282], [-3.31744, 0.19657, 0.00141], [-0.11697, -0.12985, 0.73562], [-0.16109, -0.09185, -0.74766], [0.29461, -0.94482, 1.14251], [-0.04282, 0.77390, 1.43187], [-0.07564, 0.95164, -1.04930], [0.45663, -0.72916, -1.43462]], "lowdin_charge": [-0.21, -0.80, 0.86, -0.14, -0.16, 0.06, 0.15, 0.11, 0.14], "mol_weight_g_mol": 185.97, "smiles": "FC1(I)CC1", "homo_energy_ev": -9.81, "homo_lumo_gap_ev": 10.0531, "de_lowest_ev": 1.1883, "lumo_energy_ev": 0.24}



Entry 3:
{"formula": "C3H4FMnO2", "method": "wB97M-V/def2-TZVPD", "species": ["O", "Mn", "C", "C", "H", "H", "F", "C", "O", "H", "H"], "xyz": [[0.68712, -0.93864, 1.53079], [-0.22188, 0.55834, -0.97446], [0.93009, 0.04181, 0.74294], [-0.52906, -1.43626, 1.84721], [-1.40727, -0.88078, 1.52743], [-0.48404, -2.32107, 2.47333], [1.83715, 0.84941, 1.21179], [-2.86950, -0.21581, -2.03228], [-1.77381, 0.32515, -2.09559], [-3.40223, -0.28583, -1.07001], [-3.42488, -0.41700, -2.96157]], "lowdin_charge": [0.04, 1.36, -0.24, 0.17, 0.09, 0.13, 0.18, 0.10, -0.12, 0.13, 0.15], "mol_weight_g_mol": 146.00, "total_charge": 2, "s2": 12.017, "homo_energy_ev": [-17.64, -21.41], "multiplicity": 7, "homo_lumo_gap_ev": [7.7017, 10.2616], "de_lowest_ev": 0.0000, "lumo_energy_ev": [-9.94, -11.15]}



Entry 4:
{"formula": "C3H4FN2O2S", "method": "wB97M-V/def2-TZVPD", "species": ["O", "S", "O", "F", "C", "C", "N", "C", "N", "H", "H", "H", "H"], "xyz": [[-1.16362, -0.28483, 2.57429], [-1.00466, 0.79464, 1.67847], [-2.07211, 1.58410, 1.20513], [0.12614, 1.73304, 2.17864], [-0.11753, 0.18514, 0.28592], [1.11525, 0.44171, -0.19409], [1.26014, -0.34997, -1.31137], [0.17474, -1.08793, -1.48958], [-0.67853, -0.77657, -0.52947], [1.86256, 1.12569, 0.17555], [2.08427, -0.37874, -1.89716], [0.01349, -1.80871, -2.27848], [-1.60014, -1.17757, -0.39785]], "lowdin_charge": [-0.19, 0.66, -0.19, -0.10, -0.24, 0.03, 0.14, -0.01, 0.16, 0.16, 0.19, 0.18, 0.20], "mol_weight_g_mol": 151.14, "total_charge": 1, "smiles": "O=S(=O)(F)c1c[nH]c[nH+]1", "homo_energy_ev": -15.53, "homo_lumo_gap_ev": 11.4154, "de_lowest_ev": 0.0000, "lumo_energy_ev": -4.12}



Entry 5:
{"formula": "C3H4FN2O3", "method": "wB97M-V/def2-TZVPD", "species": ["C", "C", "C", "N", "N", "O", "O", "O", "F", "H", "H", "H", "H"], "xyz": [[-0.80846, -0.46269, -0.61380], [0.86986, 0.80069, 0.99585], [1.68804, 0.37344, -0.19636], [-1.27472, 0.48510, 0.02439], [-1.37221, -1.78677, -0.92756], [-1.36045, -2.29714, 0.17898], [-1.66404, -2.19700, -2.00523], [-0.36272, 1.33263, 0.66498], [1.63933, 1.29858, -1.13634], [1.10206, 0.19805, 1.85682], [1.30888, 1.80502, 1.17669], [2.31131, -0.47265, -0.30692], [-2.07688, 0.92273, 0.28851]], "lowdin_charge": [0.12, -0.15, 0.16, 0.13, -0.37, 0.13, 0.19, -0.02, 0.16, 0.15, 0.18, 0.15, 0.17], "mol_weight_g_mol": 135.07, "total_charge": 1, "homo_energy_ev": [-15.27, -15.27], "homo_lumo_gap_ev": [8.1735, 8.1710], "de_lowest_ev": 3.1173, "lumo_energy_ev": [-7.10, -7.10]}



Entry 6:
{"formula": "C3H4FN3", "method": "wB97M-V/def2-TZVPD", "species": ["C", "C", "C", "N", "N", "N", "F", "H", "H", "H", "H"], "xyz": [[0.39372, -0.91320, 0.09837], [-0.96906, -1.03989, 0.15956], [0.90426, 0.37736, 0.35629], [-1.16457, 1.27187, -0.03633], [-1.60579, 0.21099, 0.01820], [1.88256, 1.02340, -0.07468], [-3.19444, -0.04286, 0.08745], [1.05939, -1.79188, 0.20471], [-1.61440, -1.81129, -0.13850], [2.07067, 0.82616, -1.02021], [2.23765, 1.88933, 0.34513]], "lowdin_charge": [-0.08, -0.10, -0.16, 0.20, -0.22, 0.12, -0.22, 0.13, 0.09, 0.11, 0.14], "mol_weight_g_mol": 101.08, "homo_energy_ev": -8.08, "homo_lumo_gap_ev": 7.9395, "de_lowest_ev": 6.0234, "lumo_energy_ev": -0.14}



Entry 7:
{"formula": "C3H4FN4", "method": "wB97M-V/def2-TZVPD", "species": ["C", "C", "C", "N", "N", "N", "N", "F", "H", "H", "H", "H"], "xyz": [[2.05435, 0.30585, -0.07361], [-0.38984, -0.14145, 0.08885], [0.78142, 0.87106, -0.21460], [2.89937, 0.20329, -1.05607], [2.60926, -0.10885, 1.06383], [4.00007, -0.22720, -0.51916], [3.83201, -0.41750, 0.72227], [0.54759, 1.90581, 0.63043], [-0.19827, -0.45734, 1.16474], [-1.21030, 0.42076, 0.09927], [-0.54715, -0.97114, -0.71379], [0.64386, 1.35873, -1.18764]], "lowdin_charge": [-0.50, -0.04, -0.43, 0.00, 0.00, -0.12, -0.18, -0.04, 0.09, -0.01, 0.11, 0.13], "mol_weight_g_mol": 115.09, "total_charge": -1, "s2": 2.024, "homo_energy_ev": [0.94, -4.79], "multiplicity": 3, "homo_lumo_gap_ev": [3.2911, 6.7801], "lumo_energy_ev": [4.24, 1.99]}



Entry 8:
{"formula": "C3H4FNO", "method": "wB97M-V/def2-TZVPD", "species": ["O", "C", "C", "C", "N", "F", "H", "H", "H", "H"], "xyz": [[1.65551, 1.67607, 0.01627], [0.85061, 0.79910, 0.00055], [-0.69353, 0.71013, -0.02347], [-0.60550, -0.81420, 0.03461], [0.93659, -0.54548, -0.02214], [1.97863, -1.46336, -0.00412], [-1.18551, 1.18993, 0.81747], [-1.09496, 1.10012, -0.95536], [-0.89065, -1.28679, 0.96993], [-0.95119, -1.36551, -0.83374]], "lowdin_charge": [0.11, -0.48, -0.06, -0.04, 0.00, 0.02, 0.12, 0.12, 0.11, 0.11], "mol_weight_g_mol": 89.07, "smiles": "O=C1CCN1F", "homo_energy_ev": -10.08, "homo_lumo_gap_ev": 10.9316, "de_lowest_ev": 2.5640, "lumo_energy_ev": 0.85}



Q: What is the formula in the second record?
A: C3H4FI



What did the first record say?
{"formula": "C3H4F6Li2N3O15S6", "method": "wB97M-V/def2-TZVPD", "species": ["Li", "Li", "N", "S", "O", "O", "F", "S", "O", "O", "F", "N", "S", "O", "O", "F", "S", "O", "O", "F", "N", "S", "O", "O", "F", "S", "O", "O", "F", "C", "C", "O", "C", "O", "O", "H", "H", "H", "H"], "xyz": [[1.10111, -2.18296, 2.53892], [0.59888, -0.26531, 0.99589], [1.91888, -0.41580, 2.42292], [1.86446, 0.98565, 3.41924], [1.60825, 2.15916, 2.66286], [2.79460, 0.94426, 4.52406], [0.41914, 0.75865, 4.03280], [3.42991, -0.18268, 2.06191], [4.41093, -0.80216, 2.89270], [3.76784, 0.93660, 1.24827], [3.34432, -1.25831, 0.81169], [-0.22009, -2.08039, 1.08863], [-0.15975, -2.92476, -0.43017], [-1.03883, -2.40647, -1.43802], [0.10867, -4.33518, -0.43146], [1.25453, -2.33851, -0.82509], [-1.73684, -2.55852, 1.34430], [-1.96196, -3.97950, 1.43181], [-2.77073, -1.73055, 0.80224], [-1.71985, -2.09623, 2.86380], [-3.56937, 1.44498, 0.74532], [-2.11668, 1.84500, 1.46712], [-2.05318, 3.15725, 2.05931], [-0.95167, 1.11356, 1.03207], [-2.40640, 1.04009, 2.82686], [-3.14583, 2.20037, -0.56241], [-2.29395, 1.46018, -1.44872], [-2.97706, 3.63509, -0.55180], [-4.59278, 2.12102, -1.25731], [0.66049, 1.36726, -4.22379], [0.61997, -0.14492, -4.23726], [0.82042, -0.55363, -2.92487], [0.84544, 0.50088, -2.12550], [0.95026, 0.47365, -0.93306], [0.82881, 1.62973, -2.84053], [-0.27630, 1.75202, -4.62625], [1.51549, 1.76091, -4.77113], [1.40084, -0.47563, -4.93085], [-0.27197, -0.55478, -4.71452]], "lowdin_charge": [0.73, 0.60, -0.44, 0.55, -0.21, -0.24, -0.16, 0.46, -0.24, -0.22, -0.24, -0.43, 0.55, -0.22, -0.25, -0.18, 0.46, -0.25, -0.23, -0.19, -0.22, 0.54, -0.26, -0.35, -0.21, 0.42, -0.29, -0.29, -0.21, -0.10, -0.14, 0.09, -0.55, 0.10, 0.10, 0.13, 0.13, 0.13, 0.14], "mol_weight_g_mol": 642.34, "total_charge": -1, "homo_energy_ev": -6.96, "homo_lumo_gap_ev": 8.2981, "lumo_energy_ev": 1.34}